1.
Here is a molecular structure, C6H4Br2FNS at a distorted geometry from OMol25. Energies are from wB97M-V/def2-TZVPD.

## Properties
HOMO (spin up / spin down): -8.32 / -8.34 eV
M: 300.98 Da

Structure (XYZ):
```
15
Properties=species:S:1:pos:R:3:forces:R:3
C 1.54916 -0.02762 1.30658 1.3 0.4 -1.4
C 2.02880 -0.98817 0.36249 -0.6 1.6 -0.2
C 0.64825 0.93612 0.90562 -0.4 0.3 0.2
C 1.63472 -0.75654 -0.94826 -0.5 -1.6 0.4
C 0.10685 0.86343 -0.43028 1.3 -0.5 3.3
C -2.88378 -0.08465 -0.47824 0.9 3.2 -0.7
N 0.61224 0.01802 -1.28337 -0.1 0.7 -1.6
F -2.04357 -0.88054 0.07346 0.3 -1.3 0.1
S -1.21384 1.89474 -0.62699 -3.0 -0.7 -1.5
Br -4.06877 0.71728 0.74798 -0.3 -0.3 0.0
Br -3.63400 -0.57239 -2.16780 0.6 0.0 0.8
H 2.20098 0.20148 2.12861 -0.4 -0.6 1.1
H 2.73916 -1.76184 0.60363 0.2 0.1 0.1
H 0.30310 1.77130 1.59139 0.6 -1.3 -0.9
H 2.02071 -1.33064 -1.78480 0.2 -0.1 0.2
```
Forces are in eV/Å.

Atomic partial charges in e from the Löwdin method, atoms 1 to 8: -0.076 -0.044 -0.124 -0.152 -0.818 -1.352 0.055 -0.046

***

2.
Here is a gas-phase ion, C6H4Br2N3O2 (charge -1) at a distorted geometry from OMol25. Energies are from wB97M-V/def2-TZVPD.

## Properties
SMILES: Cc1c(Br)cnc(N=[N+]([O-])[O-])c1Br
HOMO: -4.47 eV
M: 309.92 Da
Charge: -1
Relative energy (zero: lowest compared OMol25 entry of this formula, charge and spin): 0.00 kcal per mole

Structure (XYZ):
```
17
Properties=species:S:1:pos:R:3:forces:R:3
C -0.82157 1.76519 -0.14928 1.5 -3.7 0.8
C -1.09634 -0.70557 0.08724 0.0 0.3 -0.3
C -1.61258 0.63575 0.08577 -0.1 1.9 -0.7
C 0.27656 -0.73960 0.14059 0.5 2.0 -1.2
C 1.15473 0.58316 0.01994 -1.0 -4.1 1.0
C -2.05708 -1.93007 0.00380 2.4 0.9 1.6
N 0.53295 1.68986 -0.14801 -0.7 1.9 -0.5
N 2.43169 0.26840 0.25501 -1.4 -1.0 0.3
N 3.49438 0.98158 0.07511 1.4 1.2 -1.5
O 3.55794 2.03836 -0.62115 -0.5 -1.1 1.0
O 4.51012 0.44409 0.53187 0.5 0.7 0.2
Br -3.50629 1.15234 0.18281 0.5 -0.8 0.0
Br 1.14073 -2.38931 -0.13977 0.2 -0.2 0.2
H -1.14501 2.71944 -0.37144 -1.3 1.7 -0.1
H -2.33769 -2.02235 1.07089 -0.2 -0.8 -0.6
H -2.88547 -1.65771 -0.55075 -1.9 0.7 -1.0
H -1.63709 -2.83357 -0.47264 0.2 0.5 0.7
```
Forces are in eV/Å.

Atomic partial charges in e from the Löwdin method, atoms 1 to 8: -0.207 -0.351 -0.575 -0.536 -0.360 -0.081 0.100 0.037

***

3.
Here is a molecular structure, C6H4Cl2IrLaN2O3 at a distorted geometry from OMol25. Energies are from wB97M-V/def2-TZVPD.

## Properties
HOMO (spin up / spin down): -24.36 / -24.35 eV
M: 554.14 Da
Charge: +4
2S+1: 5

Structure (XYZ):
```
19
Properties=species:S:1:pos:R:3:forces:R:3
Ir 0.30834 -0.27066 -3.54240 -2.9 0.2 1.4
La 0.26598 0.86487 -0.48598 0.8 4.4 -2.2
Cl -1.06973 -1.41937 -2.05727 0.3 0.8 -0.1
Cl -1.22840 2.90092 0.00890 0.6 -1.1 -0.3
C 2.21954 2.94578 0.50092 2.8 3.1 1.7
C 1.10871 -1.81214 -4.16834 5.0 -10.0 -4.0
C 0.74708 1.45026 -4.10838 2.3 9.2 -2.4
O 2.89958 3.77101 0.92683 -2.9 -3.4 -1.8
O 1.60796 -2.80848 -4.53107 -2.6 5.5 1.9
O 1.08341 2.53896 -4.40260 -1.7 -5.9 1.3
N -0.33668 -1.70841 1.65875 -1.7 -0.2 2.3
C -1.01861 -1.81920 2.80881 1.7 -2.5 -2.1
C -1.37115 -0.53117 3.23012 -1.1 0.6 1.9
C -0.87857 0.34083 2.26664 1.9 -0.3 -3.6
N -0.26176 -0.38407 1.26084 -2.1 -0.2 5.2
H 0.01764 -2.44620 1.05211 0.0 -0.2 0.3
H -1.19597 -2.77997 3.27973 -0.1 -0.1 0.1
H -1.92558 -0.24802 4.11739 -0.1 -0.1 0.2
H -0.97178 1.41506 2.18498 -0.1 0.2 0.2
```
Forces are in eV/Å.

Atomic partial charges in e from the Löwdin method, atoms 1 to 8: 1.143 1.491 0.115 -0.001 -0.023 -0.223 -0.245 0.168

***

4.
Here is a single C6H4Cl2N2O5 molecule at a distorted geometry from OMol25. Energies are from wB97M-V/def2-TZVPD.

## Properties
SMILES: O=C1C=C[C@](Cl)([N+](=O)[O-])[C@@](Cl)([N+](=O)[O-])C1
HOMO: -10.80 eV
M: 255.01 Da
Relative energy (zero: lowest compared OMol25 entry of this formula, charge and spin): 0.00 kcal per mole

Structure (XYZ):
```
19
Properties=species:S:1:pos:R:3:forces:R:3
C 1.36605 1.60130 -0.27370 0.0 0.2 -0.4
C 0.64405 1.02937 -1.23434 0.1 0.2 0.0
C 1.50725 1.08619 1.09899 -0.4 -0.3 0.0
C 0.69597 -0.14588 1.46668 0.2 -0.1 0.4
C -0.13420 -0.21831 -1.05847 -0.2 -0.8 3.1
C -0.58425 -0.32614 0.70155 0.6 0.7 -3.0
N -1.43988 -0.18663 -1.80443 0.5 -0.2 0.0
N -1.14853 -1.71411 0.85959 0.0 0.3 0.3
O -1.84554 0.90952 -2.08099 -0.4 0.7 -0.2
O -0.33018 -2.57904 1.03407 0.3 -0.6 0.2
O 2.26150 1.58623 1.89363 0.0 0.0 0.0
O -1.96064 -1.23934 -2.03200 -0.5 -0.5 -0.2
O -2.33359 -1.84447 0.77937 -0.7 -0.3 -0.1
Cl 0.77118 -1.66724 -1.49781 0.0 0.5 -0.2
Cl -1.81715 0.87405 1.02472 0.4 -0.2 0.1
H 1.92385 2.50537 -0.47261 0.0 0.0 -0.1
H 0.60359 1.45142 -2.23041 0.0 0.1 0.0
H 1.33172 -1.02093 1.28719 -0.1 0.1 0.0
H 0.48881 -0.10137 2.53898 0.0 0.0 -0.1
```
Forces are in eV/Å.

Atomic partial charges in e from the Löwdin method, atoms 1 to 8: 0.016 -0.076 -0.390 -0.109 -0.609 -0.618 -0.428 -0.423

***

5.
Here is a single C6H4FN molecule at a distorted geometry from OMol25. Energies are from wB97M-V/def2-TZVPD.

## Properties
SMILES: C#C[C@@H]1[C@@H](F)[C@@H]1C#N
HOMO: -10.24 eV
M: 109.10 Da
Relative energy (zero: lowest compared OMol25 entry of this formula, charge and spin): 106.61 kcal per mole

Structure (XYZ):
```
12
Properties=species:S:1:pos:R:3:forces:R:3
C -1.25498 -0.12080 -0.53182 -3.1 1.2 5.6
C -0.29184 -0.58729 0.50040 -1.8 -1.3 0.0
C 0.94733 -1.06888 0.00179 -0.5 1.0 1.2
C 2.09163 -1.32352 -0.17020 4.2 -0.9 -2.6
C -0.77706 0.84485 0.57576 1.7 2.3 -1.1
C 0.27540 1.71215 0.08326 11.0 2.3 -5.6
H -0.86762 0.04763 -1.41829 1.2 0.7 -4.5
H -0.69572 -1.19610 1.25811 -0.6 -0.7 0.9
H 3.11700 -1.50164 -0.69205 -2.5 0.3 1.6
H -1.33142 1.47550 1.32218 -0.2 -2.0 -0.4
N 1.42111 2.00542 -0.48595 -10.6 -2.2 5.2
F -2.63384 -0.28732 -0.44318 1.2 -0.8 -0.4
```
Forces are in eV/Å.

Atomic partial charges in e from the Löwdin method, atoms 1 to 8: -0.161 -0.207 -0.128 0.123 -0.157 -0.134 0.109 0.144

***

6.
Here is a molecular structure, C6H4I2NO2S at a distorted geometry from OMol25. Energies are from wB97M-V/def2-TZVPD.

## Properties
HOMO: -5.07 eV
M: 407.98 Da
Charge: -1
Relative energy (zero: lowest compared OMol25 entry of this formula, charge and spin): 0.00 kcal per mole

Structure (XYZ):
```
16
Properties=species:S:1:pos:R:3:forces:R:3
C -0.57886 -0.73906 0.06070 -2.2 -0.5 3.5
C -1.59891 -1.91556 0.57039 -0.7 0.8 -0.9
C -1.27426 -2.59733 -1.61632 1.4 3.0 1.5
C -0.47244 0.06862 1.08333 4.0 2.9 -2.2
C 1.63081 1.81198 -0.62556 -2.9 2.8 1.5
C 1.04608 1.65681 0.75878 -1.8 -2.6 1.6
N -1.75161 -2.74854 -0.46234 -2.2 -2.6 2.5
O -2.22485 -1.91000 1.62862 1.4 0.0 -1.1
O -1.24816 -3.07979 -2.67177 -0.3 -2.2 -3.2
S -0.28338 -0.90658 -1.54849 1.5 0.7 -1.8
I 2.65615 1.19082 2.16640 -0.5 0.2 -0.2
I -0.09358 3.35739 1.41385 0.3 0.0 -0.2
H -0.88522 0.16713 2.05210 -0.1 -0.1 0.6
H 2.29379 1.10594 -0.91362 2.2 -2.3 -0.5
H 2.03914 2.83318 -0.66477 0.1 -0.4 -0.5
H 0.74530 1.70500 -1.23129 -0.2 0.4 -0.8
```
Forces are in eV/Å.

Atomic partial charges in e from the Löwdin method, atoms 1 to 8: -0.653 -0.481 -0.777 -0.006 -0.328 -1.248 0.102 0.017

***

7.
Here is a single C6H4N2 molecule at a distorted geometry from OMol25. Energies are from wB97M-V/def2-TZVPD.

## Properties
SMILES: C1=CC2=CN=NC2=C1
HOMO: -9.03 eV
M: 104.11 Da
Relative energy (zero: lowest compared OMol25 entry of this formula, charge and spin): 79.04 kcal per mole

Structure (XYZ):
```
12
Properties=species:S:1:pos:R:3:forces:R:3
C 1.70710 -0.06140 -0.17877 1.6 -2.1 0.6
C 1.15925 -1.27677 0.06496 -3.0 3.2 -0.8
C -0.33596 -0.94317 0.16122 0.7 1.1 0.4
C -1.83886 0.79899 0.04442 0.6 -3.7 0.4
C -0.38815 0.49337 0.27736 -0.5 1.6 -1.7
C 0.82376 1.04000 -0.12042 -4.8 -2.0 2.0
H 2.72677 0.13169 -0.18333 1.9 -0.1 -0.4
H 1.49255 -2.22810 0.17386 1.5 -2.3 0.2
H -2.25825 1.75060 0.24481 -0.9 0.6 -0.4
H 0.88984 2.06640 -0.17946 1.0 1.9 -0.7
N -1.49076 -1.40904 -0.10298 -0.1 -1.4 -0.8
N -2.48727 -0.36256 -0.20165 2.0 3.2 1.3
```
Forces are in eV/Å.

Atomic partial charges in e from the Löwdin method, atoms 1 to 8: -0.088 0.072 -0.273 -0.044 -0.167 0.042 0.086 0.073

***

8.
Here is a single C6H4N2O2S molecule at a distorted geometry from OMol25. Energies are from wB97M-V/def2-TZVPD.

## Properties
HOMO (spin up / spin down): -8.92 / -8.92 eV
M: 168.18 Da
Relative energy (zero: lowest compared OMol25 entry of this formula, charge and spin): 133.23 kcal per mole

Structure (XYZ):
```
15
Properties=species:S:1:pos:R:3:forces:R:3
C 2.40756 0.65874 -0.15798 -2.9 -2.9 0.8
C 1.21997 1.35987 -0.20703 -2.0 -0.7 -0.2
C -2.09327 -1.36327 0.32418 2.0 -1.2 0.7
C 2.40940 -0.74340 0.09394 -2.2 4.2 -1.0
C 0.18376 -0.61629 0.09514 -1.8 -1.5 0.6
C -0.09149 0.72799 -0.11363 1.7 -1.8 0.5
N 1.23393 -1.29435 0.20678 -1.8 -1.2 0.3
N -1.34015 1.22655 -0.12259 -2.6 0.8 0.6
O -3.89529 0.75192 0.35228 1.2 0.3 0.0
O -2.50706 -0.89139 -1.01929 -0.7 0.2 -0.4
S -2.57578 0.23179 0.12295 1.6 0.4 -1.2
H 3.30965 1.09088 -0.18375 3.1 2.0 -0.3
H 1.15901 2.40057 -0.33026 0.4 1.4 -0.2
H -2.68279 -2.27851 0.74402 1.2 2.0 -0.6
H 3.26254 -1.26109 0.19524 2.8 -2.0 0.3
```
Forces are in eV/Å.

Atomic partial charges in e from the Löwdin method, atoms 1 to 8: -0.029 0.025 -0.168 -0.102 -0.012 -0.325 0.112 -0.116

***

9.
Here is a single C6H4N2S2 molecule at a distorted geometry from OMol25. Energies are from wB97M-V/def2-TZVPD.

## Properties
SMILES: c1csc(-c2csnn2)c1
HOMO: -8.34 eV
M: 168.25 Da
Relative energy (zero: lowest compared OMol25 entry of this formula, charge and spin): 52.92 kcal per mole

Structure (XYZ):
```
14
Properties=species:S:1:pos:R:3:forces:R:3
C 0.35747 1.48014 2.77321 -4.5 -0.3 -8.0
C -0.67207 2.25230 2.20290 -0.1 1.5 2.7
C -0.04864 0.45413 0.67570 0.5 1.0 1.0
C 0.68281 0.46370 1.85312 1.4 -2.4 0.5
C 0.13839 -0.40566 -0.45282 0.7 -3.1 -0.7
C 0.65001 -1.74112 -0.36472 0.6 1.9 3.6
H 0.70759 1.62831 3.63387 2.9 1.0 6.7
H -1.27954 3.12711 2.63395 1.4 -1.5 -0.5
H 1.42214 -0.40635 2.10559 -1.3 2.0 -0.6
H 1.11661 -2.15323 0.69284 -1.5 0.8 -3.3
N 0.03203 -0.94231 -2.60494 0.7 -2.8 -1.8
N -0.18144 -0.09886 -1.75914 -0.7 3.0 3.0
S -1.15767 1.74611 0.71660 -0.5 -0.4 -1.6
S 0.68463 -2.36665 -1.88173 0.2 -0.7 -1.0
```
Forces are in eV/Å.

Atomic partial charges in e from the Löwdin method, atoms 1 to 8: -0.135 -0.454 -0.524 -0.136 -0.391 -0.413 0.020 0.097

***

10.
Here is 2 unconnected molecules or ions with the total composition C6H4N3O2S at a distorted geometry from OMol25. Energies are from wB97M-V/def2-TZVPD.

## Properties
HOMO (spin up / spin down): -2.48 / -2.35 eV
M: 182.18 Da
Charge: -1
Relative energy (zero: lowest compared OMol25 entry of this formula, charge and spin): 70.16 kcal per mole

Structure (XYZ):
```
16
Properties=species:S:1:pos:R:3:forces:R:3
C 0.29612 -1.45685 0.01036 0.6 -0.1 -1.7
C 0.85978 -0.72220 1.03393 -0.2 -0.6 -0.2
C -0.86057 -0.99040 -0.65943 -0.6 0.1 0.5
C -1.42019 0.20062 -0.26964 -1.0 -0.7 -2.3
C -0.79394 0.97094 0.69746 0.2 1.7 3.4
C 0.27936 0.42016 1.48893 -0.6 2.5 1.3
N -1.39930 2.20086 0.99430 0.7 -2.3 -2.5
N -2.48853 0.85465 -0.89344 0.4 0.9 0.8
N 3.22371 0.37573 0.08972 -0.3 1.7 2.0
O 4.29278 -0.22269 0.28464 0.0 -0.7 -1.3
O 2.56544 0.27380 -0.95096 0.7 -0.9 -1.1
S -2.53210 2.45297 -0.17092 -0.3 -1.3 0.5
H 0.87830 -2.28632 -0.45833 -0.8 0.4 0.7
H 1.80445 -0.98882 1.47172 0.1 -0.6 0.1
H -1.36271 -1.43408 -1.48817 0.2 -0.9 -0.5
H -3.34260 0.35164 -1.18016 0.8 0.7 0.2
```
Forces are in eV/Å.

Atomic partial charges in e from the Löwdin method, atoms 1 to 8: -0.055 -0.217 -0.050 -0.347 -0.373 -0.020 -0.196 -0.213

***

11.
Here is a gas-phase ion, C6H4N3O5 (charge -1) at a distorted geometry from OMol25. Energies are from wB97M-V/def2-TZVPD.

## Properties
SMILES: CN1C(=O)NC(=O)[C@@]12OC([O-])=NC2=O
HOMO: -5.60 eV
M: 198.11 Da
Charge: -1
Relative energy (zero: lowest compared OMol25 entry of this formula, charge and spin): 0.00 kcal per mole

Structure (XYZ):
```
18
Properties=species:S:1:pos:R:3:forces:R:3
C -1.17370 0.19384 -1.05324 -0.4 -0.8 1.2
C -0.51242 -1.76997 0.40384 1.3 0.4 0.1
C -2.37108 1.17691 0.48463 2.2 -1.5 -0.7
C 1.67155 -0.98119 0.23962 2.1 2.9 -0.8
C -0.55347 -0.28525 0.26496 -0.6 3.2 0.4
C 1.40089 1.48727 -0.17416 -0.6 1.3 -0.9
N -2.10841 1.06241 -0.81401 -1.6 1.5 -1.1
N 0.85106 -2.06274 0.38314 -0.7 -0.5 0.3
N 0.88080 0.13763 0.12847 0.0 -0.8 2.0
O -0.75551 -0.26038 -2.07331 1.0 -0.8 -2.6
O -1.42653 -2.53030 0.49564 -0.2 -0.5 0.0
O -3.19995 1.77179 1.06694 -1.3 1.0 1.4
O 2.91379 -0.95905 0.15512 -1.9 -0.8 0.2
O -1.38923 0.38617 1.23104 1.2 -0.7 -0.1
H 1.09961 1.68076 -1.27298 0.4 0.0 1.6
H 0.89205 2.33189 0.49486 1.1 -2.0 -1.3
H 2.55828 1.57045 -0.14525 -2.2 -0.6 0.3
H 1.22228 -2.95024 0.18467 0.3 -1.2 0.0
```
Forces are in eV/Å.

Atomic partial charges in e from the Löwdin method, atoms 1 to 8: -0.556 -0.354 -0.571 -0.490 -0.256 -0.028 0.188 0.217

***

12.
Here is a single C6H4O molecule at a distorted geometry from OMol25. Energies are from wB97M-V/def2-TZVPD.

## Properties
SMILES: C=C=CC=C=C=O
HOMO (spin up / spin down): -8.40 / -8.40 eV
M: 92.10 Da
Relative energy (zero: lowest compared OMol25 entry of this formula, charge and spin): 71.48 kcal per mole

Structure (XYZ):
```
11
Properties=species:S:1:pos:R:3:forces:R:3
C -1.02148 -0.89771 0.75671 -0.8 0.7 -1.4
C 0.27164 -0.58428 1.23769 1.5 -0.2 -1.1
C 1.72721 1.05362 -0.19390 -0.1 -0.2 -0.2
C -1.71252 0.01510 -1.56968 -0.2 -1.9 -0.6
C -1.20703 -0.54600 -0.54090 -1.1 0.5 1.0
C 0.94978 0.15947 0.33618 0.8 0.2 2.1
O -2.09071 0.31290 -2.64018 0.1 0.8 0.3
H -1.79284 -1.32175 1.39087 -0.1 0.0 -0.1
H 0.75042 -1.09077 2.06622 0.1 0.1 0.0
H 2.12827 0.94717 -1.19161 0.2 -0.2 0.0
H 1.99728 1.95226 0.34860 -0.4 0.2 0.0
```
Forces are in eV/Å.

Atomic partial charges in e from the Löwdin method, atoms 1 to 8: -0.086 -0.099 0.036 -0.223 -0.036 -0.077 0.125 0.109